Below is 7 unconnected molecules or ions with the total composition C33H72ClN2O14P2 in a non-equilibrium geometry, with properties calculated with ωB97M-V with the def2-TZVPD basis set.

Its total charge is +1. The calculation puts the total energy at -3606.179773 hartree.

Bonds (Å) are listed after each position.
Atoms and positions in Å:
1 C 1.75473 1.44388 3.22795  C2 1.532, H17 1.085, H18 1.083, H19 1.083
2 C 3.23931 1.75550 3.01400  C1 1.532, P3 1.863, H20 1.079, H21 1.083
3 P 3.94191 0.83323 1.55559  C2 1.863, C4 1.846, P6 2.182
4 C 3.01816 -0.76517 1.53193  P3 1.846, C5 1.523, H22 1.083, H23 1.085
5 C 3.88596 -1.89510 0.99292  C4 1.523, H24 1.080, H25 1.082, H26 1.083
6 P 3.23203 2.01380 -0.13612  P3 2.182, N7 1.651, Cl8 2.027, O9 1.567
7 N 4.53103 2.87305 -0.68278  P6 1.651, H27 1.019, H28 1.019
8 Cl 2.65774 0.70755 -1.57592  P6 2.027
9 O 2.08924 2.98852 0.31085  P6 1.567, C10 1.478
10 C 1.09905 3.46506 -0.67684  O9 1.478, C11 1.521, H29 1.081, H30 1.083
11 C -0.29486 3.35952 -0.07771  C10 1.521, N12 1.469, H31 1.080, H32 1.094
12 N -1.12024 2.33792 -0.73498  C11 1.469, C13 1.475, H33 1.016
13 C -0.79345 1.02200 -0.15555  N12 1.475, C14 1.537, H34 1.085, H35 1.092
14 C -1.37617 -0.13641 -0.98062  C13 1.537, C15 1.521, O16 1.430, H36 1.082
15 C -1.35718 0.14516 -2.47509  C14 1.521, H37 1.085, H38 1.084, H39 1.082
16 O -0.65413 -1.34155 -0.71448  C14 1.430, H40 0.969
17 H 1.63611 0.55023 3.83145  C1 1.085
18 H 1.25578 2.25589 3.74315  C1 1.083
19 H 1.23684 1.26646 2.29385  C1 1.083
20 H 3.82909 1.55598 3.89573  C2 1.079
21 H 3.27400 2.80295 2.74189  C2 1.083
22 H 2.78320 -1.00334 2.56193  C4 1.083
23 H 2.06192 -0.70192 1.02234  C4 1.085
24 H 4.79944 -1.95628 1.56645  C5 1.080
25 H 3.35482 -2.82502 1.14470  C5 1.082
26 H 4.09624 -1.79033 -0.06465  C5 1.083
27 H 4.31394 3.31870 -1.57342  N7 1.019
28 H 5.32667 2.24396 -0.77765  N7 1.019
29 H 1.31451 4.51218 -0.83883  C10 1.081
30 H 1.17644 2.96689 -1.63589  C10 1.083
31 H -0.77578 4.32611 -0.06294  C11 1.080
32 H -0.16313 3.09202 0.97491  C11 1.094
33 H -2.06573 2.51390 -0.40820  N12 1.016
34 H 0.28049 0.89696 -0.06871  C13 1.085
35 H -1.19868 0.94239 0.85493  C13 1.092
36 H -2.39649 -0.26564 -0.64470  C14 1.082
37 H -2.30417 0.56312 -2.80170  C15 1.085
38 H -0.58200 0.85347 -2.74591  C15 1.084
39 H -1.17763 -0.79665 -2.97723  C15 1.082
40 H 0.28894 -1.13109 -0.79181  O16 0.969
41 O -4.06506 1.49978 -3.27492  C42 1.205
42 C -4.20519 1.92240 -4.39503  O41 1.205, O43 1.346, C46 1.507
43 O -3.14059 1.90386 -5.21773  C42 1.346, C44 1.432
44 C -3.22695 2.20562 -6.61498  O43 1.432, C45 1.514, H47 1.090, H48 1.089
45 C -3.13333 3.69341 -6.87901  C44 1.514, H49 1.090, H50 1.090, H51 1.090
46 C -5.50127 2.53561 -4.85875  C42 1.507, H52 1.089, H53 1.083, H54 1.087
47 H -4.12357 1.76374 -7.04964  C44 1.090
48 H -2.37728 1.69668 -7.06684  C44 1.089
49 H -3.96393 4.23440 -6.42647  C45 1.090
50 H -3.13826 3.89089 -7.95079  C45 1.090
51 H -2.21343 4.09384 -6.45283  C45 1.090
52 H -5.52738 3.58125 -4.55657  C46 1.089
53 H -6.32237 2.01736 -4.37807  C46 1.083
54 H -5.66652 2.46633 -5.93064  C46 1.087
55 O -6.66079 -1.73624 3.40237  C56 1.198
56 C -6.20692 -2.19355 2.39196  O55 1.198, O57 1.349, C60 1.512
57 O -5.13720 -3.01214 2.47109  C56 1.349, C58 1.429
58 C -4.62569 -3.74645 1.35662  O57 1.429, C59 1.514, H61 1.091, H62 1.089
59 C -3.65842 -2.91672 0.53949  C58 1.514, H63 1.091, H64 1.090, H65 1.090
60 C -6.75168 -1.81247 1.03359  C56 1.512, H66 1.089, H67 1.087, H68 1.087
61 H -5.43773 -4.15375 0.75309  C58 1.091
62 H -4.10464 -4.59778 1.79108  C58 1.089
63 H -4.14499 -2.04433 0.10161  C59 1.091
64 H -3.23034 -3.51163 -0.26744  C59 1.090
65 H -2.84800 -2.55047 1.16985  C59 1.090
66 H -6.28681 -0.87975 0.71697  C60 1.089
67 H -7.82229 -1.65510 1.13246  C60 1.087
68 H -6.60384 -2.56676 0.26459  C60 1.087
69 O 4.92755 -4.84903 1.76446  C70 1.203
70 C 4.61446 -5.65864 0.93186  O69 1.203, O71 1.341, C74 1.512
71 O 5.58061 -6.25591 0.21861  C70 1.341, C72 1.433
72 C 5.34637 -7.36037 -0.66312  O71 1.433, C73 1.514, H75 1.090, H76 1.088
73 C 4.91989 -6.90217 -2.04186  C72 1.514, H77 1.090, H78 1.090, H79 1.090
74 C 3.16506 -5.95613 0.61994  C70 1.512, H80 1.090, H81 1.087, H82 1.087
75 H 4.63943 -8.06328 -0.22133  C72 1.090
76 H 6.30133 -7.87757 -0.72651  C72 1.088
77 H 3.97079 -6.36600 -2.01255  C73 1.090
78 H 4.81064 -7.75619 -2.70980  C73 1.090
79 H 5.66403 -6.22395 -2.45876  C73 1.090
80 H 2.79851 -5.21627 -0.09128  C74 1.090
81 H 2.59578 -5.87130 1.54223  C74 1.087
82 H 2.98946 -6.95189 0.22210  C74 1.087
83 O 3.53403 2.69644 6.02502  C84 1.205
84 C 2.79111 2.21398 6.84190  O83 1.205, O85 1.340, C88 1.511
85 O 1.70917 2.91044 7.21539  C84 1.340, C86 1.435
86 C 0.66709 2.37237 8.04217  O85 1.435, C87 1.514, H89 1.091, H90 1.088
87 C 0.98878 2.50620 9.51514  C86 1.514, H91 1.090, H92 1.090, H93 1.089
88 C 3.09513 0.89220 7.50735  C84 1.511, H94 1.089, H95 1.087, H96 1.087
89 H 0.44185 1.34387 7.75748  C86 1.091
90 H -0.21502 2.96268 7.80288  C86 1.088
91 H 1.87813 1.93765 9.78688  C87 1.090
92 H 0.15562 2.14929 10.11980  C87 1.090
93 H 1.18161 3.54909 9.76423  C87 1.089
94 H 3.76496 1.06923 8.34731  C88 1.089
95 H 3.60043 0.25450 6.78598  C88 1.087
96 H 2.21650 0.35549 7.85519  C88 1.087
97 O -8.61071 2.91128 -4.08729  C98 1.201
98 C -9.20835 1.92242 -4.41423  O97 1.201, O99 1.348, C102 1.510
99 O -8.79176 1.24699 -5.50423  C98 1.348, C100 1.432
100 C -9.31137 -0.03334 -5.88170  O99 1.432, C101 1.514, H103 1.091, H104 1.089
101 C -10.57251 0.09050 -6.71018  C100 1.514, H105 1.090, H106 1.090, H107 1.090
102 C -10.45138 1.46903 -3.68632  C98 1.510, H108 1.089, H109 1.087, H110 1.087
103 H -9.45123 -0.66637 -5.00479  C100 1.091
104 H -8.52431 -0.49375 -6.47644  C100 1.089
105 H -11.37834 0.56179 -6.14791  C101 1.090
106 H -10.91136 -0.89241 -7.03706  C101 1.090
107 H -10.38599 0.70733 -7.58879  C101 1.090
108 H -11.30748 2.01242 -4.08336  C102 1.089
109 H -10.33602 1.71635 -2.63451  C102 1.087
110 H -10.64220 0.40076 -3.75010  C102 1.087
111 O 10.58701 -0.83298 -0.49806  C112 1.196
112 C 10.02240 -0.26916 0.39313  O111 1.196, O113 1.355, C116 1.511
113 O 8.69942 -0.00913 0.25912  C112 1.355, C114 1.426
114 C 7.88267 0.49222 1.31495  O113 1.426, C115 1.516, H117 1.091, H118 1.089
115 C 7.94472 2.00454 1.39856  C114 1.516, H119 1.089, H120 1.091, H121 1.092
116 C 10.75563 0.22638 1.61781  C112 1.511, H122 1.089, H123 1.086, H124 1.088
117 H 8.12711 0.01519 2.26496  C114 1.091
118 H 6.86909 0.18406 1.06290  C114 1.089
119 H 8.94886 2.35325 1.63598  C115 1.089
120 H 7.26289 2.37525 2.16557  C115 1.091
121 H 7.67073 2.44866 0.43967  C115 1.092
122 H 11.19111 1.19987 1.39652  C116 1.089
123 H 11.55637 -0.47415 1.83710  C116 1.086
124 H 10.13816 0.30225 2.51006  C116 1.088